{
  "formula": "C26H80N16O14",
  "method": "the ωB97M-V functional and the def2-TZVPD basis",
  "species": ["N", "C", "N", "N", "H", "H", "H", "N", "C", "N", "C", "H", "H", "C", "H", "H", "H", "H", "H", "H", "H", "C", "C", "H", "H", "H", "H", "H", "C", "C", "O", "N", "H", "H", "H", "H", "C", "H", "H", "H", "O", "H", "H", "C", "N", "O", "N", "H", "H", "H", "H", "H", "H", "O", "N", "C", "H", "H", "H", "C", "C", "H", "C", "C", "H", "H", "H", "O", "H", "H", "H", "C", "N", "H", "H", "H", "H", "H", "O", "O", "N", "H", "H", "C", "H", "C", "H", "H", "H", "H", "C", "O", "H", "O", "O", "H", "C", "N", "H", "C", "H", "H", "C", "H", "N", "H", "C", "H", "N", "H", "H", "H", "H", "O", "H", "H", "H", "H", "O", "H", "H", "N", "C", "C", "O", "H", "H", "H", "H", "C", "H", "N", "O", "H", "H", "H"],
  "xyz": [[0.587, -4.098, 5.036], [3.132, -3.438, 1.148], [-3.073, -2.122, 1.738], [4.327, 1.058, -1.226], [-1.381, 0.475, 0.876], [3.381, 0.951, 4.165], [-2.922, -1.891, 0.773], [2.740, -3.389, 2.452], [3.495, 3.509, 1.975], [2.469, 1.329, 4.331], [3.471, 0.551, -5.043], [0.711, -5.096, 0.642], [-2.311, -2.462, 2.299], [-1.517, 3.865, -1.201], [-2.638, 4.978, 0.204], [-1.104, 4.655, -2.953], [-6.686, 0.351, -1.062], [-5.337, 3.090, -0.600], [-0.738, 2.894, 4.340], [-3.002, 0.089, -0.479], [-6.137, -1.213, 1.842], [2.203, -3.808, -4.120], [-4.870, 2.227, -0.118], [1.639, -0.329, -5.498], [0.166, 1.659, -4.924], [-1.514, -3.022, -3.133], [0.221, -3.134, -4.191], [1.098, 0.788, 1.067], [-1.346, 1.211, 3.404], [-1.104, -6.069, 0.271], [-3.965, 0.027, -0.600], [-2.452, 0.660, 2.852], [-1.028, -7.707, -0.870], [3.148, 3.128, 6.873], [-5.558, 1.974, 0.695], [4.227, 2.345, 5.729], [-2.361, -2.423, -3.460], [2.031, -1.765, -3.622], [3.940, -0.407, -4.813], [1.688, 0.969, 3.804], [-1.019, -0.420, -3.044], [3.065, -2.630, 3.017], [4.066, -2.431, -0.235], [-1.949, -1.057, -3.975], [0.874, -3.871, -4.356], [1.090, 2.542, 5.712], [-5.200, -1.386, 1.534], [3.124, 3.915, 1.037], [0.704, 4.180, 3.970], [-0.005, 2.772, -2.293], [-1.742, 3.625, 0.930], [3.948, 1.283, -4.388], [0.646, -1.743, -1.435], [1.665, 0.096, -3.529], [-0.457, -6.955, -0.525], [-1.699, 4.418, 0.181], [4.286, -1.854, 1.483], [-5.746, -0.077, -2.508], [5.106, 0.806, -0.650], [1.225, 1.788, -5.167], [-0.088, -0.991, 0.460], [-1.352, -1.148, -4.886], [2.769, 4.069, 3.214], [-0.007, -2.079, -0.630], [-3.785, -0.551, -4.884], [3.930, 5.493, 3.758], [1.417, 0.302, -0.556], [4.845, 3.249, -0.980], [-3.759, -0.018, -3.396], [4.555, 3.738, 2.113], [-2.947, -2.339, -2.537], [-5.973, 0.719, -1.800], [-1.558, 2.387, 4.045], [0.961, 2.840, 2.889], [1.949, -3.967, 2.677], [3.525, -2.534, -3.269], [-6.429, 1.571, -2.301], [0.947, -1.894, 5.605], [3.016, 5.443, 3.460], [-1.243, 4.993, -2.063], [4.030, -2.507, 0.769], [0.697, -0.024, -3.436], [2.408, 1.909, -2.460], [-3.060, -0.034, -4.237], [-3.953, 1.492, -1.917], [4.116, 2.391, -1.480], [-0.925, 5.115, 0.503], [3.492, 2.417, 1.946], [-0.221, -1.351, 1.484], [-2.489, 2.735, 4.158], [-0.250, 2.970, -1.247], [2.640, -4.236, 0.340], [3.166, 3.490, 4.056], [2.990, -4.725, -4.340], [-1.216, -0.147, 0.154], [-3.351, 1.099, 2.883], [1.262, 3.870, 3.086], [2.562, -2.626, -3.545], [-0.455, 1.995, -0.797], [2.218, 2.211, 5.345], [1.201, 2.236, -6.164], [0.645, -4.701, -4.884], [-4.295, -2.002, 2.308], [-2.351, -0.285, 2.501], [0.481, -1.872, 4.719], [3.710, 0.768, -6.084], [-0.015, -3.079, 4.349], [1.466, -3.905, 5.475], [-0.279, -5.144, 0.820], [1.577, 2.636, -4.573], [-0.954, -2.441, -1.023], [-2.441, 3.412, -1.566], [2.033, -0.633, 0.730], [-2.304, -6.156, 0.534], [-4.886, -0.940, 0.671], [-3.026, -2.971, -4.127], [-2.738, 0.891, -4.698], [0.499, -2.984, -0.286], [-0.232, 0.676, 3.333], [2.743, 3.622, -2.323], [0.240, -5.039, 4.986], [3.311, 2.640, 6.012], [-4.661, 1.150, -1.156], [1.963, 0.513, -4.872], [-0.930, -3.237, 3.544], [-0.684, -4.628, 1.589], [3.622, 0.369, -1.423], [-3.973, 2.549, 0.415], [-1.521, -0.314, -2.224], [1.127, -0.094, 0.422], [0.133, -1.029, 4.279], [2.967, 2.669, -2.105], [-4.552, -2.373, 3.460], [0.528, -6.943, -0.703], [0.967, 4.491, 2.236], [0.588, 3.417, -0.717]],
  "forces_ev_per_a": [[0.02, -0.21, -0.23], [-1.48, -0.96, -0.66], [0.70, 0.17, -0.15], [-0.01, -0.42, -0.46], [0.27, -0.08, 0.12], [0.08, 0.10, 0.03], [0.03, -0.10, -0.05], [0.39, -0.34, -0.50], [0.42, 0.43, 0.70], [-0.25, -0.22, 0.13], [0.17, 0.20, 0.14], [0.12, 0.02, -0.02], [0.08, -0.48, 0.14], [2.08, 0.55, -0.38], [-0.02, -0.03, 0.21], [-0.01, 0.01, -0.01], [0.09, -0.07, 0.08], [0.24, 0.15, 0.00], [-0.17, -0.04, 0.41], [-0.17, 0.54, -0.13], [0.07, -0.25, 0.37], [1.01, 0.24, 0.59], [-0.42, 0.67, 0.50], [-0.32, 0.35, -0.37], [0.02, -0.08, 0.14], [0.13, -0.11, -0.46], [-0.03, 0.09, 0.00], [-0.47, -0.17, 0.22], [-0.48, 0.65, 0.71], [-0.35, -0.36, 0.83], [-0.67, -1.06, 0.10], [0.62, -0.31, -0.46], [0.22, 0.03, -0.12], [0.17, 0.07, -0.02], [-0.14, -0.55, -0.25], [0.11, 0.11, 0.30], [-0.72, 0.22, 0.75], [0.11, -0.22, 0.13], [-0.26, -0.13, 0.02], [-0.22, 0.07, 0.09], [-0.50, -0.47, -0.28], [-0.45, -0.04, 0.45], [0.54, 0.59, 0.21], [0.69, 1.32, 0.11], [-0.27, -1.43, -0.92], [0.51, -0.12, -0.55], [-0.52, 0.83, -1.56], [0.14, 0.04, -0.03], [0.32, 0.32, -0.06], [0.24, 0.01, 0.00], [-0.08, -0.09, -0.04], [-0.10, 0.19, -0.12], [-0.36, 0.23, -0.22], [0.06, 0.39, 0.35], [-0.46, -0.68, -0.74], [-0.91, 0.36, 0.46], [0.46, 0.65, -0.68], [-0.32, 0.01, -0.11], [0.05, 0.15, 0.01], [-0.87, 1.18, 0.01], [0.08, 0.53, -0.70], [-0.03, -0.16, -0.07], [-0.22, -1.38, -0.12], [0.82, -0.32, 0.60], [0.37, 0.29, -0.78], [-0.02, 0.25, -0.06], [-0.63, -0.22, -0.30], [-0.06, -0.41, -0.89], [0.74, 0.91, 0.53], [0.05, 0.28, -0.46], [-0.07, 0.36, 0.00], [0.63, -0.25, 0.22], [0.52, -0.34, -0.41], [0.35, 0.08, -0.19], [0.04, 0.19, 0.42], [-0.04, -0.07, -0.21], [0.05, -0.04, -0.13], [0.02, 0.80, 0.09], [0.12, 0.03, -0.20], [-0.35, 0.11, 0.19], [-0.01, -0.57, 0.12], [0.08, 0.14, 0.16], [-0.21, 0.11, -0.22], [-1.37, -2.59, -0.32], [-0.48, 0.58, -0.22], [0.79, 0.62, 2.34], [0.26, -0.12, -0.36], [-0.50, -0.01, -0.01], [0.00, -0.41, -0.14], [0.04, 0.27, 0.10], [-1.41, -0.55, -0.16], [0.37, 0.38, 0.66], [-0.19, 0.74, -0.55], [-0.70, 0.50, 0.04], [-0.85, 0.03, -0.56], [-0.13, -0.14, 0.07], [-0.04, 0.55, -0.31], [0.69, 0.36, 0.34], [0.06, 0.04, 0.03], [-1.24, -1.14, 0.81], [0.48, -0.78, -0.36], [-0.56, 0.34, 0.12], [-0.71, -0.57, 2.16], [-0.55, -0.12, 0.11], [0.30, -0.36, -0.31], [0.02, 0.18, 0.04], [-0.94, 0.11, 0.03], [0.05, -0.34, 0.18], [-0.43, 0.68, 0.59], [0.17, -0.30, 0.37], [-0.21, 0.35, 0.16], [0.12, -0.52, 0.15], [-0.19, -0.21, 0.14], [0.73, 0.16, -0.40], [-0.26, -0.19, 0.36], [0.33, -0.02, -0.31], [0.00, 0.16, 0.37], [-0.06, 0.20, 0.38], [-0.04, -0.21, -0.30], [0.05, -0.01, 0.05], [-0.02, 0.04, -0.14], [0.64, 0.05, 0.38], [1.12, 0.15, 0.27], [0.45, -1.03, -0.27], [0.68, -0.12, -0.07], [0.18, 0.14, -0.09], [0.03, 0.00, -0.09], [0.27, -0.01, -0.45], [0.42, 0.12, 0.23], [1.70, 0.16, 0.23], [-0.03, 0.21, 0.19], [-0.64, -0.16, -0.78], [0.45, 0.24, -0.90], [0.05, 0.05, 0.03], [-0.28, -0.02, 0.00], [-0.04, 0.23, -0.11]],
  "orbital_gap_ev": 8.9,
  "lumo_ev": -0.282,
  "relative_energy_kcal_mol": 7.6
}

***

{
  "formula": "C26H84N24O14",
  "method": "the ωB97M-V functional and the def2-TZVPD basis",
  "species": ["H", "O", "O", "N", "N", "H", "H", "H", "C", "C", "N", "H", "C", "H", "H", "H", "H", "H", "H", "O", "C", "H", "O", "H", "H", "H", "C", "H", "H", "N", "C", "H", "H", "H", "N", "O", "H", "H", "H", "N", "C", "C", "H", "H", "N", "O", "H", "H", "H", "H", "N", "H", "O", "H", "H", "N", "C", "H", "H", "H", "H", "H", "C", "H", "N", "C", "C", "N", "H", "H", "H", "H", "H", "H", "C", "O", "H", "H", "C", "H", "H", "H", "O", "H", "O", "H", "N", "N", "H", "N", "H", "H", "H", "N", "N", "H", "H", "C", "H", "C", "H", "O", "C", "H", "H", "H", "H", "C", "H", "C", "N", "C", "C", "H", "H", "N", "H", "O", "H", "H", "H", "N", "H", "N", "C", "H", "O", "H", "C", "N", "H", "C", "N", "N", "H", "O", "H", "H", "H", "H", "H", "H", "C", "H", "C", "N", "H", "H"],
  "xyz": [[-4.245, -4.067, 3.994], [1.648, 5.225, -0.266], [2.771, 2.519, -1.622], [3.116, -0.967, -0.152], [-4.264, 0.577, -2.496], [-6.170, 2.996, 0.179], [1.393, 6.804, -1.533], [-5.169, -2.798, 3.134], [-0.828, -0.313, 0.043], [0.408, -1.410, -4.639], [-2.688, 1.688, 4.736], [0.082, -1.888, -5.563], [1.781, 4.921, 1.094], [1.606, 1.349, -8.009], [1.528, 0.869, -5.425], [-0.334, 3.040, -1.999], [-4.510, -1.865, 1.676], [-2.755, 1.893, -4.645], [2.532, -1.883, -2.946], [-2.229, -3.645, 2.600], [-5.375, 1.210, 0.742], [-5.136, 2.633, 1.977], [-2.777, -6.657, -2.285], [-0.189, -4.266, 0.795], [0.667, 3.560, 5.319], [2.766, 0.314, -8.921], [-3.373, 1.321, -3.055], [-4.244, 0.687, -1.493], [3.256, -1.415, -1.046], [-0.011, -0.544, 5.212], [-1.033, 4.741, 5.186], [3.778, -7.556, -1.976], [3.237, 0.032, -0.066], [-4.562, -4.707, -0.611], [3.848, 5.975, -1.860], [0.465, -2.121, 6.697], [-1.256, -4.741, -0.514], [2.072, -2.800, -0.475], [0.268, -0.624, 2.313], [2.172, -2.772, 0.530], [2.847, -7.556, -1.409], [2.462, 0.677, -7.940], [0.132, 4.445, 3.558], [0.034, -0.302, 4.233], [-4.885, 1.661, 1.862], [-5.167, 0.021, 0.477], [-0.523, 2.523, 0.631], [1.268, -3.236, 4.717], [3.919, 6.484, 0.140], [-1.209, 5.699, 3.640], [-0.688, -0.336, 2.468], [3.467, -0.830, -3.575], [-4.864, 1.534, 5.342], [0.915, -7.215, 0.833], [0.069, 1.278, -2.562], [2.482, -1.000, -3.434], [2.249, 0.071, -5.597], [-3.060, -2.063, 0.808], [0.945, 4.121, -1.456], [3.863, 5.020, -1.533], [-4.246, 1.030, -4.799], [-3.611, -6.090, -0.034], [4.786, 2.264, 1.330], [4.700, 3.027, -0.466], [0.646, 3.263, -1.897], [1.943, -1.158, -4.750], [3.765, 8.306, -1.071], [5.346, 2.825, 0.283], [1.389, 7.279, 0.129], [1.510, 5.718, 1.788], [-2.085, -2.914, -1.292], [3.754, 8.935, -0.181], [-0.535, -2.145, -1.526], [3.263, 6.018, -2.682], [1.445, -6.345, 0.446], [-1.822, -1.290, -0.154], [-4.574, -0.553, 4.394], [-4.485, -4.204, -2.496], [-1.589, -1.944, -1.334], [-0.858, 0.264, -0.881], [3.017, 1.610, 1.797], [3.238, 0.521, -5.511], [0.551, -5.747, -0.491], [-1.167, -1.221, 2.388], [5.348, 2.155, 2.432], [1.853, -3.392, 1.261], [-3.934, -5.481, -0.771], [-3.357, 1.145, -4.333], [4.745, 8.565, -1.471], [-0.602, 4.977, 4.003], [-0.316, 0.053, 5.967], [0.320, -2.170, -3.863], [1.161, -1.766, 3.680], [3.565, 1.968, 1.029], [-3.656, -2.391, 1.554], [3.247, -5.619, -0.429], [-1.901, 0.956, 1.344], [-3.861, 1.166, 4.811], [3.756, -6.629, 1.474], [2.552, -1.594, 0.841], [2.133, -7.184, -2.144], [2.342, -0.367, -6.945], [0.487, -1.690, 5.540], [-0.217, -0.540, -4.438], [-3.212, -4.746, -3.694], [3.240, -8.071, 1.144], [-1.946, 1.294, 4.176], [1.550, 2.351, -1.915], [-0.033, 2.207, 2.357], [-0.485, -5.105, 0.164], [-3.785, 0.041, 4.183], [3.424, 6.826, -0.769], [1.876, 6.606, -0.576], [-4.566, -0.263, -2.969], [2.490, -8.555, -1.157], [0.992, -2.283, 4.532], [-1.087, -5.781, 0.771], [-2.766, 2.272, -2.453], [1.643, -5.693, 1.296], [2.962, 8.716, -1.683], [3.140, 2.242, 0.155], [-3.701, -4.758, -2.810], [1.693, 0.534, -2.679], [-6.095, 2.013, -0.038], [-3.428, -5.672, -1.998], [0.906, 1.599, 1.017], [-2.003, 5.195, 5.752], [0.163, -0.763, -0.008], [-0.112, 1.809, 1.345], [3.731, -7.298, 0.718], [-6.403, 1.592, -0.903], [2.822, -6.605, -0.240], [1.061, 1.261, -2.375], [-0.204, 3.896, 5.705], [-0.549, 3.467, 6.552], [2.365, -1.169, 1.967], [-2.901, -0.398, 3.970], [2.819, 5.010, 1.415], [-2.614, 2.671, 4.955], [1.267, 3.961, 1.135], [2.468, -2.019, -5.163], [-2.074, -1.462, -2.183], [-0.888, 0.554, 1.341], [3.314, 1.305, -7.678], [-3.322, -3.114, 2.552], [-4.367, -3.403, 3.243], [6.331, 2.735, 0.080], [-4.264, 1.077, 2.403]],
  "forces_ev_per_a": [[-0.44, 0.42, 0.14], [-0.43, 1.82, -0.23], [-0.97, -0.12, -0.04], [1.38, 2.58, -2.13], [-1.67, -1.69, 2.99], [-0.18, -0.26, -0.53], [0.02, -0.13, -0.19], [-0.09, -0.73, 0.57], [0.98, 1.67, -0.70], [1.25, -0.96, -0.56], [4.36, 4.92, 0.68], [-0.19, 0.18, -0.06], [0.89, 0.46, 0.07], [-0.34, -0.31, 0.04], [-0.35, 0.03, -0.16], [0.07, 0.27, -0.04], [0.13, 0.29, -0.81], [-0.18, -0.08, -1.28], [-0.65, -0.42, -0.05], [1.71, -0.72, 1.22], [0.50, -2.94, -0.11], [0.84, -0.13, 1.34], [1.02, -0.73, -0.02], [0.23, 0.05, 0.14], [-0.39, 0.22, 0.09], [-0.58, -0.69, 0.20], [0.76, 4.11, 3.27], [-0.68, -0.93, 0.31], [0.09, 0.43, 0.39], [-1.61, 3.96, -0.09], [-0.30, -0.29, 1.75], [0.27, -0.25, 0.63], [0.31, 0.02, -0.17], [0.38, -0.28, 0.64], [0.96, -0.39, 0.24], [0.00, -0.41, -0.03], [0.50, 0.10, -0.54], [-0.60, -1.86, 0.40], [0.80, -0.24, 0.34], [-1.10, -3.95, -1.77], [-1.51, 1.15, -1.67], [0.90, 0.09, 1.12], [-0.53, 0.65, -0.25], [-0.64, 0.82, 0.51], [-0.17, 2.66, 0.73], [-0.19, -0.78, -1.34], [-0.11, 0.08, 0.24], [0.30, 0.26, -0.64], [0.20, 0.06, -0.04], [0.77, -0.01, -1.49], [0.75, 0.70, 0.13], [0.45, 0.56, 0.16], [-1.87, 1.64, 1.13], [0.43, -0.53, 0.11], [0.36, -0.65, -0.35], [1.29, 0.58, 1.30], [1.00, 0.15, -1.24], [0.38, 0.02, 0.57], [-0.46, 0.33, 0.18], [-0.13, -0.21, -0.28], [0.29, 0.00, -0.10], [-0.43, 0.23, -0.12], [3.10, 0.64, 3.19], [0.69, -0.15, -0.46], [-1.92, 4.21, 1.04], [-1.12, 0.01, -0.54], [-0.68, 0.26, 0.86], [2.08, 1.72, -2.99], [0.10, -0.11, 0.49], [-1.79, 0.14, -0.15], [0.03, -0.15, 0.17], [-0.35, -0.22, 0.44], [0.16, 0.18, -0.04], [-0.18, 0.15, 0.04], [0.17, -0.07, -1.46], [0.26, 0.63, 1.64], [0.27, -0.36, -0.23], [0.38, 0.71, -1.24], [-0.70, -1.56, -1.12], [-0.02, 0.83, 0.13], [-0.20, 0.05, -0.19], [0.28, 0.06, 1.38], [0.97, 0.33, -0.06], [-0.68, -0.19, -0.26], [-0.76, -0.59, -0.93], [-0.31, -0.09, -0.73], [-0.73, 0.06, 1.71], [1.99, 0.71, -4.62], [-0.08, -0.81, -0.48], [-0.80, 3.05, -4.82], [0.01, 0.06, -0.47], [-0.46, 0.09, 0.16], [0.52, -0.83, -0.03], [-4.46, -1.94, 1.29], [-1.99, 4.32, -4.00], [0.11, -0.09, -0.40], [-0.66, -0.51, 0.35], [-0.70, -0.26, 0.76], [0.73, 0.01, 0.71], [0.10, 1.39, 2.53], [-0.34, -0.09, -0.22], [-1.24, 0.04, -1.72], [-0.54, -0.46, 4.75], [0.29, 0.07, 0.14], [-0.75, 0.18, 0.02], [-0.19, -0.47, -0.21], [-0.20, 0.01, 0.08], [3.54, 0.59, 0.22], [-0.26, 0.17, -0.02], [-1.64, 0.18, 0.28], [-1.64, -5.89, -2.73], [-0.81, 0.66, -0.51], [1.07, 0.01, -0.33], [0.00, 0.06, 0.62], [0.36, -0.02, 0.23], [2.09, -3.46, -3.26], [0.27, -0.33, 0.52], [-0.20, -2.37, -1.06], [-0.08, 0.32, 0.20], [0.20, 0.11, -0.45], [-0.17, -0.06, -0.20], [-1.67, 5.01, -3.97], [-0.25, -0.73, -0.02], [-0.61, 0.73, -0.67], [1.79, -5.12, 3.05], [0.34, 0.13, 0.00], [-1.09, 0.50, 0.00], [0.27, -0.43, 0.25], [1.79, -0.07, -0.45], [-0.30, 1.59, 0.58], [-0.11, 0.55, 0.17], [0.04, -1.88, 1.24], [-0.86, -3.91, -1.10], [1.88, -4.11, 4.53], [0.58, -0.08, 0.11], [-0.08, 1.64, 1.62], [-0.14, -0.14, 0.18], [0.68, -1.51, -0.37], [0.21, -0.02, 0.19], [0.46, 0.10, 1.08], [-0.50, -0.07, -0.83], [0.32, 0.57, -0.28], [-3.35, -1.72, -1.52], [0.17, 0.31, 0.35], [3.12, -2.10, -1.66], [-3.09, -1.46, 4.20], [-0.30, 0.27, 0.29], [-0.21, 0.24, 0.34]],
  "orbital_gap_ev": 8.5,
  "lumo_ev": -0.376,
  "relative_energy_kcal_mol": 156.1
}